A | The following is a DFT calculation (the ωB97M-V functional and the def2-TZVPD basis) of an isolated molecule of C6H9N3O.

Values from the calculation:
Charge: 0
SMILES string: CC(=O)Nc1nccn1C
HOMO energy (eV): -8.67

Atoms and positions in Å:
C (2.16, -0.56, -0.04)
C (1.94, 0.62, 0.89)
O (2.83, 1.24, 1.35)
N (0.63, 1.03, 1.09)
C (-0.55, 0.25, 0.88)
N (-1.36, -0.26, 1.77)
C (-2.29, -0.87, 1.06)
C (-2.19, -0.68, -0.29)
N (-0.96, 0.07, -0.40)
C (-0.45, 0.54, -1.70)
H (2.06, -0.21, -1.23)
H (1.49, -1.23, 0.05)
H (3.05, -1.04, 0.40)
H (0.47, 1.37, 2.03)
H (-3.02, -1.32, 1.30)
H (-2.81, -0.86, -1.18)
H (0.29, 1.21, -1.51)
H (-0.11, -0.24, -2.29)
H (-1.17, 0.94, -2.19)

***

B | The following is a DFT calculation (the ωB97M-V functional and the def2-TZVPD basis) of an isolated molecule of C6H9N3O.

Values from the calculation:
Charge: 0
SMILES string: [H]/N=C(\O)[C@@]12C[C@@H]1N=C(C)N2
HOMO energy (eV): -9.01

Atoms and positions in Å:
H (-1.10, 1.27, -1.20)
N (-0.11, 0.71, -1.49)
C (-0.15, -0.18, -0.60)
O (-1.47, 0.20, 0.16)
C (0.91, -0.96, 0.04)
C (2.39, -0.66, -0.07)
C (1.76, -0.60, 1.28)
N (1.78, -1.76, 2.11)
C (1.14, -2.70, 1.49)
C (1.03, -4.11, 1.96)
N (0.61, -2.33, 0.29)
H (-1.35, -0.05, 1.09)
H (2.69, 0.29, -0.51)
H (3.04, -1.50, -0.32)
H (1.68, 0.37, 1.78)
H (1.68, -4.76, 1.37)
H (1.32, -4.18, 3.02)
H (0.00, -4.47, 1.84)
H (-0.14, -2.82, -0.19)

***

C | The following is a DFT calculation (the ωB97M-V functional and the def2-TZVPD basis) of an isolated molecule of C6H9N3O.

Values from the calculation:
Charge: 0
SMILES string: NCc1ccc[n+]([O-])c1N
HOMO energy (spin up / spin down) (eV): -7.78 / -7.78

Atoms and positions in Å:
N (0.55, 2.45, 0.09)
C (1.38, 1.24, 0.15)
C (0.55, 0.01, -0.12)
C (0.95, -0.95, -1.03)
C (0.16, -2.08, -1.22)
C (-1.01, -2.21, -0.51)
N (-1.41, -1.28, 0.36)
O (-2.51, -1.38, 1.01)
C (-0.64, -0.16, 0.58)
N (-1.11, 0.69, 1.52)
H (0.16, 2.55, -0.84)
H (1.12, 3.27, 0.28)
H (2.23, 1.27, -0.55)
H (1.79, 1.19, 1.17)
H (1.87, -0.83, -1.58)
H (0.45, -2.84, -1.92)
H (-1.67, -3.06, -0.62)
H (-2.06, 0.47, 1.80)
H (-0.80, 1.65, 1.45)

***

D | The following is a DFT calculation (the ωB97M-V functional and the def2-TZVPD basis) of a structure of composition C6H9N3O.

Values from the calculation:
Charge: 0
HOMO energy (eV): -8.78

Atoms and positions in Å:
C (1.50, -0.84, 1.59)
C (0.22, -1.15, 0.84)
C (-1.69, -0.86, -0.40)
C (-0.19, 1.14, -0.07)
C (-0.41, 1.79, -1.47)
C (0.99, 1.53, -0.92)
H (2.01, -0.42, 0.85)
H (2.16, -1.79, 2.01)
H (1.17, -0.18, 2.60)
H (-2.17, -3.01, -0.13)
H (-0.20, 1.90, 1.05)
H (-0.90, 2.83, -1.57)
H (-0.79, 1.02, -2.23)
H (1.48, 2.38, -0.74)
H (1.60, 0.78, -1.42)
N (-0.31, -2.31, 0.92)
N (-1.47, -2.11, 0.12)
N (-0.45, -0.23, 0.07)
O (-2.53, -0.45, -1.10)

***

Which is the most stable structure? C is the most stable.

***

A | The following is a DFT calculation (the ωB97M-V functional and the def2-TZVPD basis) of an isolated molecule of C3H2N2O3.

Values from the calculation:
Charge: 0
SMILES string: O=COc1conn1
HOMO energy (eV): -10.48

Atoms and positions in Å:
O (1.76, -0.77, 0.96)
C (2.10, -0.11, 0.00)
O (1.24, 0.79, -0.82)
C (-0.08, 0.55, -0.26)
C (-1.04, 0.96, 0.61)
O (-2.03, 0.20, 0.34)
N (-1.76, -0.98, -0.33)
N (-0.48, -0.74, -0.66)
H (3.01, 0.30, -0.42)
H (-0.87, 1.66, 1.43)

***

B | The following is a DFT calculation (the ωB97M-V functional and the def2-TZVPD basis) of an isolated molecule of C3H2N2O3.

Values from the calculation:
Charge: 0
SMILES string: O=C(O)c1cnno1
HOMO energy (eV): -10.65

Atoms and positions in Å:
O (-1.90, -1.47, -0.17)
C (-1.24, -0.41, 0.08)
O (-1.59, 0.76, 0.28)
C (0.21, -0.33, -0.16)
C (0.95, 0.81, -0.30)
N (2.36, 0.25, -0.01)
N (2.21, -1.01, 0.31)
O (0.93, -1.38, 0.00)
H (-2.62, 0.87, 0.32)
H (0.68, 1.91, -0.35)

***

Which is the most stable structure? B is the most stable.

***

A | The following is a DFT calculation (the ωB97M-V functional and the def2-TZVPD basis) of an isolated molecule of C3H2N2O3.

Values from the calculation:
Charge: 0
SMILES string: O=c1oncnc1O
HOMO energy (eV): -10.60

Atoms and positions in Å:
O (-0.69, -1.71, -0.97)
C (-0.09, -0.83, -0.40)
O (1.10, -1.01, 0.16)
N (1.74, 0.00, 0.91)
C (1.08, 1.08, 0.98)
N (-0.19, 1.42, 0.53)
C (-0.74, 0.50, -0.19)
O (-1.88, 0.70, -0.79)
H (1.63, 1.84, 1.57)
H (-2.18, -0.12, -1.18)

***

B | The following is a DFT calculation (the ωB97M-V functional and the def2-TZVPD basis) of an isolated molecule of C3H2N2O3.

Values from the calculation:
Charge: 0
SMILES string: O=C1N=COC=NO1
HOMO energy (eV): -10.08

Atoms and positions in Å:
O (-2.44, -0.23, -0.59)
C (-1.52, 0.12, 0.09)
N (-0.71, 1.28, 0.10)
C (0.51, 1.16, 0.18)
O (1.35, 0.18, -0.11)
C (0.94, -1.03, -0.46)
N (-0.04, -1.58, 0.24)
O (-0.78, -0.74, 1.10)
H (1.03, 2.13, 0.63)
H (1.65, -1.28, -1.17)

***

Which is the most stable structure? A is the most stable.

***

A | The following is a DFT calculation (the ωB97M-V functional and the def2-TZVPD basis) of a cluster of 2 separate species, C2H9NOS2 in total.

Values from the calculation:
Charge: 0
SMILES string: CSS.NCO
HOMO energy (eV): -8.18

Atoms and positions in Å:
C (2.26, -1.43, 2.48)
S (2.41, 0.13, 1.66)
S (2.00, -0.74, -0.28)
H (3.26, -1.90, 2.35)
H (2.25, -1.38, 3.58)
H (1.35, -1.95, 2.20)
H (2.46, 0.28, -0.98)
N (-2.92, 0.63, -1.80)
C (-1.74, 0.91, -0.99)
O (-0.55, 1.35, -1.66)
H (-3.51, 0.02, -1.26)
H (-3.36, 1.53, -1.95)
H (-1.41, -0.04, -0.56)
H (-1.97, 1.71, -0.28)
H (-0.53, 0.89, -2.51)

***

B | The following is a DFT calculation (the ωB97M-V functional and the def2-TZVPD basis) of a cluster of 3 separate species, C2H9NOS2 in total.

Values from the calculation:
Charge: 0
HOMO energy (eV): -9.29

Atoms and positions in Å:
N (-0.76, 0.26, -0.79)
C (-1.40, 0.75, 0.40)
C (-2.56, -0.13, 0.95)
S (-4.20, -0.19, 0.12)
S (2.30, 0.16, -0.08)
H (-0.63, 0.83, -1.59)
H (0.23, 0.03, -0.50)
H (-0.58, 0.84, 1.13)
H (-1.78, 1.81, 0.18)
H (-2.16, -1.22, 0.97)
H (-2.72, 0.16, 1.99)
H (-4.29, -1.46, -0.37)
H (7.47, -1.14, -1.21)
H (6.35, -0.29, -0.26)
O (7.20, -0.58, -0.43)

***

Which is the most stable structure? A is the most stable.